(1)
15
Properties=species:S:1:pos:R:3 method="wB97M-V/def2-TZVPD" orbital_gap_ev=11.03 fmax_ev_per_a=0.3 multiplicity=1
O 2.0013 -1.2678 2.1233
H 2.5235 -1.8493 1.5592
H 1.2943 -0.9554 1.5474
O -1.6549 -2.1454 -1.2849
H -2.2436 -1.6196 -1.8379
H -0.9069 -1.5612 -1.1169
O 4.0726 0.0582 -0.8715
H 4.2725 0.9892 -0.7224
H 3.1103 0.0294 -0.9176
O -0.5335 2.7999 0.0802
H -1.4513 3.0394 -0.0908
H -0.3747 2.0486 -0.5023
O -3.4408 -0.2112 0.8345
H -3.9950 0.5763 0.8770
H -2.6738 0.0691 0.3226

=====

(2)
128
Properties=species:S:1:pos:R:3 method="wB97M-V/def2-TZVPD" orbital_gap_ev=0.94 fmax_ev_per_a=2.2 multiplicity=1
C 4.5811 1.6543 -3.7028
C 3.8297 1.9613 -5.0058
C 2.2980 2.0936 -4.7858
C 1.7725 3.2860 -5.5636
C 0.2987 3.5865 -5.2278
N 0.2064 4.8299 -4.4299
C 0.2373 4.8160 -3.1603
N 0.3938 3.6673 -2.3750
C 1.5872 4.1117 -1.6417
O 1.7385 3.2103 -0.5647
C 2.7237 3.5923 0.2880
O 3.6046 4.3368 -0.0444
C 2.5597 3.0347 1.6488
C 1.3664 3.2892 2.2923
C 1.1460 2.7736 3.5493
C 2.1368 2.0129 4.1331
C 3.3266 1.7775 3.4898
C 3.5512 2.2757 2.2264
C 1.2591 5.6059 -1.3357
N 0.2039 5.9359 -2.3154
C -1.1212 6.1869 -1.6995
Cl -2.4200 5.4656 -2.6807
C -1.3655 7.6733 -1.5510
C -1.2414 8.4251 -2.8724
H 4.7759 0.5937 -3.6155
H 5.5164 2.2000 -3.6821
H 4.0223 1.9798 -2.8300
H 4.1789 2.9318 -5.3438
H 3.9920 1.1917 -5.7474
H 2.1418 2.1947 -3.7181
H 1.8006 1.1834 -5.1036
H 1.9144 3.1700 -6.6307
H 2.3723 4.1502 -5.2833
H -0.1079 2.7796 -4.6392
H -0.3065 3.7570 -6.1070
H 0.1278 5.7372 -4.8739
H -0.4098 3.5392 -1.7678
H 2.4305 3.9417 -2.3046
H 0.6156 3.8917 1.8097
H 0.2098 2.9479 4.0486
H 1.9575 1.6039 5.1135
H 4.1061 1.1989 3.9559
H 4.4659 2.0826 1.6955
H 1.0008 5.8153 -0.3062
H 2.1603 6.1515 -1.5897
H -1.1232 5.7429 -0.7089
H -0.6269 8.0584 -0.8559
H -2.3716 7.8308 -1.1887
H -1.4889 9.4636 -2.6939
H -0.2540 8.3245 -3.3046
H -1.9825 8.0529 -3.5739
C -5.3252 6.5478 1.0415
C -5.5415 7.4378 2.2320
O -4.2081 7.8597 2.6160
S -3.3024 7.9738 1.3235
O -3.2505 9.3292 0.9034
O -2.1130 7.2161 1.5319
O -4.2408 7.1811 0.3092
H -5.0034 5.5528 1.3386
H -6.2092 6.4676 0.4181
H -6.0326 6.9163 3.0456
H -6.1130 8.3304 1.9676
O -0.5383 1.1729 5.5245
C -0.5874 -0.0626 5.4205
O -1.5224 -0.5468 6.1451
C -1.5771 -1.9401 6.2430
C -0.8424 -2.3465 4.9406
C 0.1832 -1.1638 4.7590
H -1.0790 -2.2456 7.1551
H -2.6085 -2.2482 6.3220
H -0.3867 -3.3277 5.0016
H -1.5379 -2.3500 4.1015
H 1.1099 -1.3403 5.3083
H 0.4086 -0.9258 3.7229
C 0.0165 -0.4844 -3.1770
C -0.0291 -1.4981 -2.0538
O 0.0280 -2.8362 -2.5428
C 1.2486 -3.2494 -2.9060
O 2.2576 -2.5919 -2.8358
O 1.1469 -4.4872 -3.3521
C 2.3675 -5.0519 -3.8533
H -0.7661 -0.6876 -3.9100
H -0.1169 0.5260 -2.7831
H 0.9707 -0.5278 -3.7000
H -0.9740 -1.4177 -1.5188
H 0.7717 -1.3267 -1.3342
H 3.1671 -4.9669 -3.1219
H 2.6513 -4.5618 -4.7830
H 2.1783 -6.1009 -4.0489
C -6.6417 4.2589 4.0275
O -6.4022 3.0759 4.4276
O -7.0274 5.1567 5.0413
O -6.5770 4.6989 2.8891
H -7.0060 4.5601 5.7983
Mg -2.0055 1.0222 7.2369
C 3.7288 -8.8614 -7.1697
F 4.9263 -8.5390 -6.7021
F 3.1939 -7.7684 -7.7250
F 3.8695 -9.7734 -8.1270
S 2.6707 -9.5105 -5.8224
O 2.5447 -8.4284 -4.8931
O 3.3426 -10.6801 -5.3488
N 1.3778 -9.7871 -6.7096
S 0.0773 -10.4055 -5.9942
O -0.5689 -9.5162 -5.0810
O 0.2224 -11.7634 -5.5785
C -1.0004 -10.4545 -7.4820
F -0.4697 -11.2261 -8.4266
F -1.1630 -9.2316 -7.9897
F -2.1903 -10.9395 -7.1536
F 4.7172 -11.7064 -8.1388
F -2.7011 -0.4140 8.0045
Mg -5.0582 1.9914 6.4641
C 1.1643 -6.3796 8.4807
C 0.3292 -7.5823 8.0610
O -1.0507 -7.5029 8.3842
C -1.9269 -6.7620 7.5497
O -1.8437 -7.0208 6.2820
C -1.8391 -5.2088 7.7900
F -1.6223 -4.9238 9.0789
F -2.9980 -4.6271 7.4552
F -0.8715 -4.6020 7.0760
H 0.8628 -6.0209 9.4645
H 2.2190 -6.6573 8.5115
H 1.0735 -5.5548 7.7782
H 0.6880 -8.4445 8.6246
H 0.4754 -7.8254 7.0056
H -2.9110 -6.9888 8.0342

=====

(3)
112
Properties=species:S:1:pos:R:3 method="wB97M-V/def2-TZVPD" orbital_gap_ev=2.55 fmax_ev_per_a=3.8 multiplicity=1 charge=+2
Y -1.4435 1.1795 3.8813
Al -3.1062 1.5789 -1.7838
S -3.3614 2.4169 2.1011
O -3.2401 1.0100 2.6122
O -3.5568 2.4604 0.6599
O -4.4252 3.0964 2.8127
O -2.0636 2.9163 2.6556
S -0.0314 0.2141 0.7082
O -0.9000 0.5417 -0.4463
O -0.7858 0.3746 1.9629
O 0.4528 -1.1744 0.5935
O 1.0820 1.2114 0.6999
C -0.0221 4.2764 -1.3838
C 0.2869 5.2312 -0.2537
O -0.6582 6.2312 -0.0224
O -0.7987 3.1532 -1.0640
H 0.8985 3.9997 -1.8998
H -0.6433 4.8015 -2.1181
H 1.2310 5.7326 -0.4684
H 0.4286 4.6554 0.6690
H -1.1757 6.0386 0.7642
H -0.2814 2.4600 -0.6113
C 1.9532 -4.2372 2.3307
C 3.1413 -3.4958 1.7341
O 2.8550 -2.5501 0.6879
O 1.0330 -3.2957 2.9388
H 2.3226 -4.7846 3.2001
H 1.4742 -4.9384 1.6439
H 3.8167 -4.2428 1.2930
H 3.7207 -3.0604 2.5640
H 2.0586 -2.0129 0.8954
H 0.5506 -2.8049 2.2594
C -1.5642 -2.1667 4.5248
C -0.2112 -1.7687 5.0685
O 0.2782 -0.5766 4.3947
O -2.3036 -0.9748 4.1708
H -2.1559 -2.7512 5.2287
H -1.4007 -2.8073 3.6559
H 0.4401 -2.6301 5.1165
H -0.3621 -1.3996 6.0904
H 1.2115 -0.7374 4.1804
H -3.2159 -1.1789 3.9175
C -3.9786 -1.5059 -3.9458
C -2.6420 -1.8862 -3.4334
O -2.2330 -1.1006 -2.3285
O -4.0053 -0.0863 -4.1136
H -4.7795 -1.8062 -3.2628
H -4.1534 -1.9479 -4.9291
H -1.8823 -1.6859 -4.2095
H -2.5259 -2.9354 -3.1620
H -1.6107 -1.6530 -1.7682
H -4.8721 0.2220 -4.4085
C 0.6731 -4.0127 -1.6043
C 0.8107 -4.0872 -3.1150
O -0.2374 -4.8517 -3.7139
O -0.3164 -3.0130 -1.1906
H 1.6403 -3.6869 -1.1974
H 0.4495 -4.9673 -1.1233
H 1.7189 -4.6878 -3.2624
H 0.8734 -3.1119 -3.5814
H -0.0356 -5.7835 -3.5833
H 0.1191 -2.3786 -0.5730
C 1.0196 3.4400 3.5961
C 0.5907 3.6760 5.0189
O -0.8407 3.2528 5.0332
O 0.7966 2.0896 3.2192
H 2.0872 3.7146 3.6494
H 0.5950 4.0801 2.8224
H 0.6013 4.7188 5.3208
H 1.0699 3.0578 5.7778
H -1.3365 3.9760 5.4354
H 0.9901 1.9567 2.2558
C 4.4342 2.5246 0.2495
C 4.5498 1.5551 1.4110
O 3.5650 0.5629 1.6067
O 3.2028 3.2340 0.2183
H 4.6525 2.0856 -0.7396
H 5.2490 3.2521 0.3012
H 4.5217 2.1848 2.3129
H 5.5479 1.1160 1.3608
H 2.6471 0.7903 1.3053
H 2.5307 2.5581 0.0812
C -0.8183 2.5662 -4.8047
C -0.5472 1.1185 -4.5583
O -0.5574 0.7898 -3.1945
O -2.0686 2.9538 -4.2140
H -0.7703 2.7504 -5.8806
H -0.0308 3.1581 -4.3224
H 0.4074 0.8452 -5.0230
H -1.2615 0.4142 -5.0212
H 0.2645 0.2734 -2.9266
H -2.2478 3.8518 -4.5277
C -4.0186 -1.8145 0.4904
C -3.0982 -2.8802 1.0729
O -2.7234 -3.8617 0.1413
O -3.4552 -0.5555 0.2634
H -4.8129 -1.6728 1.2503
H -4.6201 -2.1095 -0.3640
H -3.5662 -3.4045 1.9050
H -2.1705 -2.4370 1.4666
H -1.9898 -3.5017 -0.3930
H -3.2081 -0.1673 1.1517
C 3.0711 -0.7309 -2.2547
C 3.5787 -0.4276 -3.6261
O 2.7171 -1.0410 -4.5763
O 1.7320 -0.1588 -2.1070
H 3.7379 -0.3791 -1.4643
H 2.9524 -1.8096 -2.0978
H 4.5853 -0.8615 -3.7103
H 3.7221 0.6405 -3.8132
H 2.6449 -0.4860 -5.3559
H 1.5361 0.0860 -1.2006

=====

(4)
63
Properties=species:S:1:pos:R:3 method="wB97M-V/def2-TZVPD" orbital_gap_ev=8.80 fmax_ev_per_a=1.4 multiplicity=1
C 3.0570 2.4414 4.9101
C 3.4102 1.6488 3.6572
C 3.0227 2.3659 2.3636
C 1.5116 2.5277 2.1966
C 1.1233 3.0326 0.8065
C 1.1606 1.9472 -0.2748
N 0.1760 0.9244 -0.0247
C 0.3115 -0.3111 0.5141
C 1.6150 -0.9699 0.8495
N 2.1439 -1.9298 -0.1018
C 2.3258 -1.4729 -1.4633
C 1.0591 -1.5688 -2.3234
N 0.5783 -2.9373 -2.3073
C -0.4903 -3.1968 -3.2457
C -1.8315 -2.4820 -2.9818
O -2.7628 -2.7228 -4.0081
C 0.2934 -3.3761 -0.9492
C 1.5657 -3.2580 -0.1040
N -0.8553 -0.9202 0.6725
C -1.7805 -0.0557 0.2106
C -1.1765 1.1112 -0.2294
C -1.9181 2.1930 -0.7996
O -1.4721 3.2413 -1.2310
N -3.2872 1.9110 -0.8152
C -4.1746 2.9217 -1.3669
C -3.9231 0.7607 -0.3681
O -5.1263 0.6394 -0.4256
N -3.1251 -0.2374 0.1492
C -3.7442 -1.4639 0.6020
H 3.5037 3.4325 4.8717
H 3.4306 1.9319 5.7952
H 1.9808 2.5513 5.0127
H 4.4879 1.4696 3.6450
H 2.9149 0.6752 3.6918
H 3.4911 3.3525 2.3444
H 3.4284 1.7987 1.5222
H 1.0153 1.5732 2.3922
H 1.1485 3.2420 2.9363
H 1.7989 3.8342 0.5048
H 0.1138 3.4457 0.8288
H 2.1477 1.4878 -0.3338
H 0.9215 2.4065 -1.2374
H 2.3824 -0.2039 0.9920
H 1.4832 -1.5001 1.7961
H 2.6999 -0.4475 -1.4583
H 3.0890 -2.1172 -1.9118
H 1.3028 -1.3009 -3.3546
H 0.3025 -0.8567 -1.9564
H -0.1394 -2.9082 -4.2414
H -0.6658 -4.2793 -3.2496
H -2.2400 -2.7957 -2.0104
H -1.6922 -1.3987 -2.9674
H -2.8832 -3.6745 -4.1019
H -0.0179 -4.4228 -0.9869
H -0.5021 -2.7861 -0.4735
H 1.3551 -3.5580 0.9232
H 2.3262 -3.9279 -0.5189
H -3.5603 3.7633 -1.6783
H -4.7184 2.5109 -2.2170
H -4.8944 3.2329 -0.6104
H -4.5501 -1.2296 1.2974
H -4.1684 -2.0031 -0.2466
H -2.9781 -2.0616 1.0886